The following is a quantum chemistry calculation of a gas-phase ion, C5H7N4OS2 (charge +1), from the OMol25 dataset.

The calculated total energy is -1284.8334 hartree. The calculation puts the gap between HOMO and LUMO at 6.70 eV. As for the highest occupied orbital energy: -12.104 eV. For the relative energy (zero: lowest compared OMol25 entry of this formula, charge and spin), the calculation gives 1.978 eV.

The geometry in ORCA input format:
```
! RIJCOSX wB97M-V def2-TZVPD def2/J DEFGRID3
* xyz 1 1
C 0.135 1.825 -1.061
C -1.070 1.428 -0.614
C 0.578 -2.054 0.640
C 1.287 1.169 -0.577
C 0.454 -1.029 -0.419
N 1.566 -1.715 1.417
N -1.497 0.674 0.417
N 1.117 0.011 0.149
N -0.666 0.017 1.419
O 1.874 -0.430 1.096
S 2.756 1.404 -1.249
S -0.496 -1.039 -1.759
H 0.311 2.747 -1.557
H -1.884 1.573 -1.271
H -0.067 -2.879 0.923
H -2.460 0.505 0.325
H -0.390 0.731 2.083
H -1.227 -0.624 1.918
H -0.322 -2.316 -1.882
*
```